{"formula": "C42H105N7O14", "method": "the ωB97M-V functional and the def2-TZVPD basis", "symbols": ["O", "O", "O", "O", "O", "O", "O", "O", "O", "O", "O", "O", "O", "O", "N", "N", "N", "N", "N", "N", "N", "C", "C", "C", "C", "C", "C", "C", "C", "C", "C", "C", "C", "C", "C", "C", "C", "C", "C", "C", "C", "C", "C", "C", "C", "C", "C", "C", "C", "C", "C", "C", "C", "C", "C", "C", "C", "C", "C", "C", "C", "C", "C", "H", "H", "H", "H", "H", "H", "H", "H", "H", "H", "H", "H", "H", "H", "H", "H", "H", "H", "H", "H", "H", "H", "H", "H", "H", "H", "H", "H", "H", "H", "H", "H", "H", "H", "H", "H", "H", "H", "H", "H", "H", "H", "H", "H", "H", "H", "H", "H", "H", "H", "H", "H", "H", "H", "H", "H", "H", "H", "H", "H", "H", "H", "H", "H", "H", "H", "H", "H", "H", "H", "H", "H", "H", "H", "H", "H", "H", "H", "H", "H", "H", "H", "H", "H", "H", "H", "H", "H", "H", "H", "H", "H", "H", "H", "H", "H", "H", "H", "H", "H", "H", "H", "H", "H", "H"], "positions_angstrom": [[-8.529, -25.692, 8.535], [-9.400, -25.255, 13.465], [-15.837, -24.880, 5.101], [-19.613, -16.455, 10.704], [-13.798, -28.325, 5.348], [-15.357, -23.578, 13.378], [-19.784, -22.617, 9.779], [-19.115, -30.223, 21.055], [-21.645, -24.288, 4.896], [-12.493, -30.583, 14.592], [-15.423, -20.051, 21.308], [-11.011, -23.199, 17.169], [-13.434, -23.446, 9.133], [-15.846, -27.866, 16.518], [-11.170, -25.790, 5.869], [-18.570, -28.794, 18.679], [-18.694, -19.946, 9.905], [-18.915, -25.241, 4.980], [-11.396, -28.271, 12.999], [-13.244, -21.085, 18.604], [-13.187, -24.852, 11.994], [-10.389, -25.378, 7.059], [-12.967, -27.248, 5.024], [-11.146, -30.129, 14.663], [-13.500, -20.244, 19.745], [-12.372, -23.561, 10.050], [-20.060, -23.601, 8.822], [-13.406, -24.980, 13.430], [-20.066, -26.086, 4.748], [-12.763, -23.526, 11.532], [-14.445, -24.450, 9.246], [-13.495, -29.682, 15.044], [-14.500, -20.921, 20.684], [-18.418, -22.344, 9.941], [-13.782, -29.376, 4.380], [-9.075, -25.702, 9.830], [-9.975, -26.470, 13.918], [-16.789, -24.375, 4.149], [-8.842, -24.504, 14.549], [-21.260, -25.505, 5.515], [-18.866, -18.701, 10.678], [-19.907, -29.482, 21.963], [-9.366, -26.345, 7.587], [-22.581, -23.560, 5.646], [-11.983, -26.967, 6.164], [-12.343, -23.239, 17.631], [-12.640, -22.387, 18.868], [-18.276, -21.069, 10.768], [-16.041, -22.447, 13.854], [-18.066, -28.145, 17.480], [-15.008, -23.890, 5.623], [-16.122, -27.173, 15.351], [-14.169, -23.829, 14.078], [-10.606, -21.984, 16.611], [-10.683, -29.554, 13.330], [-16.464, -20.709, 21.977], [-16.777, -28.833, 16.980], [-19.280, -15.249, 10.076], [-19.499, -17.581, 9.833], [-10.505, -27.177, 12.681], [-17.896, -25.393, 3.960], [-17.962, -28.409, 19.945], [-17.821, -29.697, 20.796], [-10.765, -26.233, 14.634], [-11.123, -25.245, 7.876], [-16.944, -29.514, 16.138], [-18.554, -27.634, 20.438], [-14.027, -25.869, 13.550], [-11.807, -25.004, 5.788], [-16.052, -21.225, 22.849], [-19.936, -27.099, 5.142], [-23.557, -24.048, 5.688], [-14.017, -25.449, 9.354], [-19.864, -28.399, 21.837], [-19.474, -18.902, 11.561], [-15.579, -23.246, 6.308], [-17.192, -19.963, 22.302], [-11.610, -22.279, 19.251], [-12.423, -25.078, 13.895], [-22.722, -22.547, 5.256], [-16.784, -22.096, 13.148], [-20.317, -26.184, 3.682], [-11.872, -23.183, 12.072], [-18.799, -17.398, 9.015], [-17.819, -23.149, 10.395], [-20.507, -17.817, 9.495], [-13.181, -23.018, 19.570], [-14.051, -30.197, 15.827], [-14.308, -24.178, 15.113], [-16.959, -26.457, 15.372], [-9.846, -27.180, 8.112], [-16.361, -29.390, 17.816], [-13.735, -19.223, 19.439], [-18.798, -28.240, 16.671], [-17.896, -22.191, 8.985], [-18.310, -25.120, 2.972], [-14.110, -29.387, 14.191], [-17.255, -23.408, 4.367], [-12.526, -26.751, 7.101], [-16.144, -24.271, 3.271], [-10.597, -30.976, 15.077], [-18.744, -21.123, 11.747], [-17.247, -29.462, 21.701], [-12.580, -20.659, 17.969], [-15.096, -21.692, 20.184], [-8.057, -25.126, 14.988], [-12.365, -27.317, 4.113], [-11.488, -27.894, 6.467], [-13.467, -22.734, 11.810], [-12.727, -29.525, 4.119], [-19.691, -29.709, 23.010], [-22.093, -26.211, 5.581], [-16.505, -27.830, 14.548], [-19.972, -23.236, 7.789], [-8.458, -26.041, 10.671], [-20.917, -29.791, 21.686], [-17.009, -27.968, 19.639], [-18.212, -15.002, 10.115], [-8.831, -26.894, 6.807], [-11.882, -28.543, 12.156], [-11.537, -22.894, 9.803], [-9.774, -27.396, 11.897], [-12.637, -24.273, 17.828], [-14.292, -30.265, 4.722], [-8.573, -23.521, 14.180], [-10.893, -21.185, 17.302], [-10.910, -30.205, 12.488], [-17.867, -19.784, 9.339], [-9.654, -24.449, 15.285], [-13.106, -23.117, 16.846], [-15.039, -24.118, 10.104], [-11.751, -24.442, 9.815], [-13.889, -21.416, 21.449], [-12.589, -20.052, 20.339], [-13.102, -28.746, 15.449], [-16.513, -22.654, 14.826], [-9.929, -26.378, 9.938], [-14.454, -23.251, 4.924], [-19.422, -24.486, 8.917], [-14.163, -28.973, 3.434], [-19.275, -24.293, 4.904], [-17.176, -21.034, 10.849], [-9.344, -24.670, 10.077], [-20.871, -25.460, 6.541], [-14.263, -24.387, 6.251], [-14.061, -25.049, 11.526], [-22.284, -23.252, 6.658], [-18.044, -27.067, 17.647], [-17.897, -18.388, 11.087], [-9.534, -21.968, 16.403], [-13.552, -22.927, 14.163], [-15.194, -26.714, 15.022], [-21.102, -23.921, 8.868], [-17.054, -21.311, 21.274], [-19.568, -15.169, 9.023], [-10.039, -24.348, 6.981], [-9.606, -29.389, 13.431], [-13.577, -26.347, 4.897], [-19.779, -14.403, 10.555], [-19.321, -29.455, 18.699], [-11.052, -29.330, 15.408], [-17.230, -30.403, 20.219], [-15.376, -21.639, 14.187], [-9.200, -27.094, 14.383], [-17.487, -26.391, 3.800], [-10.938, -21.666, 15.609], [-15.005, -24.331, 8.323], [-11.160, -26.402, 12.260]], "relative_energy_kj_mol": 343.4, "fmax_ev_per_a": 2.2, "lumo_energy_ev": 0.47, "smiles": "COCCNCCOC.COCCNCCOC.COCCNCCOC.COCCNCCOC.COCCNCCOC.COCCNCCOC.COCCNCCOC"}